A 15-piece molecular cluster, C64H95N15 overall at a distorted geometry. Source: the Open Molecules 2025 dataset; level of theory: the ωB97M-V functional and the def2-TZVPD basis.

Results
Calculated total energy ... -3316.8203 hartree
LUMO level ... 0.471 eV
F_max ... 3.6 eV/A
Kohn-Sham gap ... 8.1 eV

XYZ file:
```
174
Properties=species:S:1:pos:R:3:forces:R:3:mulliken_charge:R:1
N 1.67643 -5.07510 2.84850 0.81 1.51 0.10 0.5308
C 0.60767 -4.81722 2.04191 0.82 1.77 0.06 -1.1524
C -0.19579 -5.88398 2.11390 -2.24 0.42 -2.41 -0.7283
C 0.43858 -6.83000 2.84214 -0.42 -2.77 2.32 -1.0054
C 1.55390 -6.29037 3.40939 0.23 -1.14 -0.19 -0.1826
H 2.36130 -4.37066 3.08259 0.13 -0.12 0.00 0.1755
H 0.49746 -3.87030 1.53436 0.07 -0.08 0.17 0.9513
H -1.14908 -5.97889 1.61529 0.08 -0.08 -0.10 0.4822
H 0.00183 -7.79270 3.06321 0.26 -0.10 0.11 0.4100
H 2.22726 -6.77529 4.10066 0.21 0.49 -0.13 0.4362
N 5.17682 -4.60574 2.91528 -1.53 0.92 1.54 0.1317
C 4.53210 -3.41855 2.59617 0.34 0.21 0.25 -1.2038
C 4.05388 -2.82432 3.76804 0.97 -0.42 -0.85 0.2626
C 4.43574 -3.65401 4.84120 0.34 -1.41 -0.61 -0.7119
C 5.01817 -4.80779 4.29138 0.68 1.00 -0.45 -0.7729
H 5.61541 -5.25777 2.28077 -0.32 0.22 0.09 0.2196
H 4.56326 -3.04794 1.58223 -0.21 -0.06 0.06 0.4450
H 3.56903 -1.87369 3.93427 0.00 0.02 -0.53 0.6380
H 4.35180 -3.33132 5.86844 -0.19 -0.62 0.08 0.4855
H 5.45003 -5.70914 4.70058 -0.10 0.22 0.32 0.4500
N -2.13236 3.27056 4.18217 -1.65 -0.71 1.05 0.4820
C -3.14162 2.45445 3.73106 0.11 1.17 -0.53 -0.0271
C -4.30065 2.77873 4.44592 -0.10 -2.96 -2.03 -0.5247
C -3.94001 3.55197 5.50272 1.43 2.49 1.38 -1.0853
C -2.62355 3.91774 5.30293 1.46 0.08 -0.30 -0.6186
H -1.19812 3.19949 3.80501 0.08 0.33 0.58 0.0332
H -2.85151 1.82302 2.90430 -0.79 -0.13 -0.18 0.2523
H -5.28183 2.38216 4.23045 0.05 -0.15 0.11 0.5650
H -4.50675 3.94722 6.33277 -0.27 -0.11 -0.25 0.4345
H -1.93590 4.56855 5.82252 -0.34 0.01 0.27 0.4736
N -1.05631 7.05168 -0.18026 -1.37 -1.91 1.45 0.0495
C -1.47046 5.73020 -0.01713 0.64 -0.22 -1.16 -1.5785
C -1.46393 5.40375 1.30778 -0.95 -1.90 -1.11 0.4319
C -1.20029 6.53403 2.02349 0.56 2.35 0.89 -0.9372
C -0.99648 7.54212 1.11220 1.17 1.28 -0.82 -0.6328
H -0.98771 7.52302 -1.07090 -0.06 0.11 0.50 0.2290
H -1.70474 5.07012 -0.83921 0.10 0.23 -0.13 1.0014
H -1.70565 4.42319 1.69050 -0.11 0.07 -0.04 0.7341
H -1.16732 6.65493 3.09619 0.02 -0.01 -0.09 0.4405
H -0.65727 8.56422 1.19367 -0.17 -0.02 0.51 0.4039
N 1.42182 -2.44605 -2.16761 -0.47 -0.76 1.52 1.6956
C 1.66823 -3.78232 -1.82753 -1.72 1.94 1.06 -0.3147
C 2.59831 -4.21098 -2.67436 1.58 -1.20 -1.59 -1.3004
C 2.93107 -3.16665 -3.55720 0.22 0.94 -0.32 -1.2686
C 2.19421 -2.03836 -3.17793 1.26 -1.12 -0.92 -0.1518
H 0.80259 -1.83906 -1.64971 -0.45 0.20 0.33 -0.7856
H 1.11406 -4.23329 -1.01764 0.11 -0.06 -0.10 0.4461
H 3.04346 -5.18106 -2.83925 -0.26 -0.18 0.55 0.4642
H 3.60143 -3.35090 -4.38368 0.09 0.60 -0.01 0.4399
H 2.23234 -1.00597 -3.49276 -0.20 -0.19 -0.13 0.3981
N 0.26946 -4.36111 -4.84032 -0.53 1.44 -0.46 0.0901
C -0.70057 -3.37263 -4.78452 -0.05 -0.38 1.17 -0.0506
C -1.80491 -3.76549 -5.50870 1.16 -0.14 0.11 -0.4879
C -1.39209 -4.97399 -6.13121 -1.11 -0.14 -0.91 -0.7077
C -0.12537 -5.28836 -5.74478 0.04 -0.66 0.11 -0.6984
H 1.16188 -4.26307 -4.37766 -0.06 -0.14 -0.17 0.3737
H -0.55563 -2.57429 -4.07174 -0.08 0.10 -0.14 0.2773
H -2.76994 -3.28432 -5.56866 0.18 0.06 -0.08 0.4404
H -1.99825 -5.50364 -6.85124 0.14 -0.20 0.07 0.3799
H 0.49357 -6.12483 -6.03397 -0.02 0.10 0.11 0.4050
N -1.38870 -1.76192 4.78311 2.05 0.51 1.27 0.3854
C -0.56190 -2.80884 4.52646 0.93 -1.74 -0.40 -0.8104
C 0.71228 -2.63248 5.09459 -1.88 -0.10 0.18 -0.2758
C 0.60089 -1.45694 5.86595 -0.71 0.40 -0.72 -1.2822
C -0.65584 -0.93019 5.59261 0.37 0.77 1.30 -0.4663
H -2.39268 -1.65709 4.74943 -0.06 -0.35 -0.51 0.4066
H -0.91690 -3.73571 4.10067 -0.08 0.25 -0.43 0.4698
H 1.54272 -3.32203 5.13060 -0.26 -0.10 -0.28 0.7210
H 1.35717 -1.08606 6.54187 -0.15 0.34 -0.12 0.5862
H -1.08659 -0.04340 6.03359 -0.14 0.02 -0.21 0.4272
N -5.16251 1.24166 -1.54335 -0.61 -0.77 -0.53 0.3112
C -5.34671 1.03110 -0.21405 0.77 1.08 1.02 -1.2538
C -5.17414 2.28516 0.42756 -0.25 -1.64 -1.03 -0.1697
C -4.98654 3.20505 -0.62541 -0.19 1.33 0.61 -1.2801
C -5.03339 2.55106 -1.81759 0.53 0.33 -0.34 -0.2025
H -5.13855 0.55692 -2.28541 -0.29 -0.31 0.24 0.5516
H -5.55441 0.03913 0.15910 0.14 0.10 0.07 0.5766
H -5.14987 2.52013 1.48141 -0.21 -0.18 -0.07 0.5652
H -4.91695 4.27428 -0.49010 0.13 -0.01 -0.07 0.5081
H -4.96680 2.88436 -2.84271 0.08 0.06 0.18 0.4522
N -4.10288 0.39569 -4.94519 -0.89 -1.19 1.22 0.0843
C -3.74774 -0.76694 -4.26424 -1.69 0.61 -0.04 -0.0391
C -4.93695 -1.34934 -3.80146 1.20 0.07 -0.93 -0.7272
C -6.03001 -0.55381 -4.23784 0.70 1.01 -0.25 -0.9416
C -5.48005 0.56810 -4.87520 0.67 -1.25 0.07 -0.4483
H -3.50465 1.08265 -5.38143 0.10 -0.16 0.25 0.2949
H -2.73698 -1.09939 -4.07917 -0.01 0.20 -0.39 0.5410
H -4.93745 -2.32718 -3.34294 -0.30 0.13 0.16 0.5218
H -7.07924 -0.77229 -4.10451 0.09 0.17 0.08 0.4158
H -5.91623 1.46286 -5.29420 -0.13 -0.23 -0.05 0.4199
N -4.27417 -3.13701 3.89756 -0.40 -0.54 0.58 0.1173
C -4.56964 -2.33894 4.96837 1.13 0.82 0.07 -0.4767
C -4.49895 -1.03135 4.49896 -0.87 0.07 0.44 -1.2099
C -4.36975 -1.09269 3.10248 0.53 0.80 -0.37 0.8295
C -4.16933 -2.38562 2.76976 -0.09 -1.30 -0.97 -1.2281
H -4.14809 -4.13535 3.98430 -0.09 0.24 -0.29 0.2141
H -4.58486 -2.76747 5.95960 -0.15 0.20 -0.04 0.3270
H -4.53580 -0.05814 4.96577 -0.31 -0.35 0.63 0.3724
H -4.37902 -0.23801 2.44230 0.11 -0.10 -0.06 0.4897
H -4.03101 -2.88712 1.82331 0.05 0.20 -0.02 0.4853
N -1.37625 2.25903 -5.95930 0.12 -0.19 -0.35 0.1006
C -1.25167 2.61168 -4.67084 -0.06 0.21 1.38 -1.2931
C -2.43351 3.20432 -4.24587 1.84 -0.32 0.61 0.6052
C -3.30063 3.21087 -5.34168 -0.13 0.15 -0.59 -1.4343
C -2.61170 2.63071 -6.38868 -0.63 -0.11 -0.93 -0.6098
H -0.68149 1.73749 -6.47448 -0.27 0.23 -0.05 0.2202
H -0.35879 2.38376 -4.10762 0.00 0.15 -0.03 0.7564
H -2.48695 3.55194 -3.22474 -0.63 0.10 -0.14 0.5676
H -4.33510 3.52038 -5.36335 0.14 0.16 -0.10 0.6006
H -2.92244 2.36964 -7.38953 -0.09 0.21 0.06 0.3649
N 2.99379 2.62384 -1.80034 -1.36 2.43 0.09 1.1776
C 2.05928 3.18311 -0.95348 0.11 -0.93 1.04 -1.2941
C 1.42254 4.23137 -1.56325 -0.74 -0.17 0.89 0.2960
C 1.99379 4.39292 -2.81716 0.98 -0.02 -0.58 -1.6709
C 2.99658 3.45534 -2.88346 0.84 -0.54 -1.60 -0.5611
H 3.71882 1.95292 -1.58988 0.45 -0.12 0.20 -0.0601
H 1.97985 2.80792 0.05613 -0.32 -0.11 -0.07 0.6573
H 0.59208 4.81508 -1.19445 0.20 -0.13 0.32 0.5542
H 1.74124 5.16737 -3.52628 0.20 -0.19 -0.11 0.4772
H 3.77716 3.32469 -3.61833 -0.23 -0.05 -0.25 0.5097
N 2.50011 3.17888 3.02587 0.00 -1.23 0.72 0.1498
C 2.82111 2.07159 3.79286 1.17 0.28 0.19 -1.2613
C 1.74361 1.25878 3.97152 -0.54 0.66 -0.62 -0.9950
C 0.68909 1.88268 3.23180 -0.01 1.04 -0.59 0.9210
C 1.17939 3.06820 2.69128 0.20 -0.27 -0.12 -1.1412
H 3.15961 3.86295 2.68352 -0.31 -0.11 0.16 0.2902
H 3.82211 1.93116 4.17323 -0.01 0.15 -0.03 0.3985
H 1.67949 0.36712 4.57752 0.06 0.08 -0.24 0.1708
H -0.31531 1.54875 3.01718 0.06 -0.33 0.33 0.6541
H 0.77988 3.86533 2.08188 -0.48 -0.29 -0.07 0.7244
C 6.64882 3.19411 -1.03656 -0.51 1.05 -0.48 -1.2868
C 6.64703 1.88955 -1.75897 0.71 -0.04 0.41 -0.7571
N 5.48178 1.09293 -1.44740 -0.18 -0.75 -0.62 0.8787
C 5.35507 0.00544 -2.47438 -0.14 -0.11 -0.04 -0.7813
C 4.76649 0.42426 -3.83675 -0.59 0.22 0.07 -1.2373
C 5.59868 0.53806 -0.08567 -0.98 -1.77 -0.10 -1.1869
C 4.23190 -0.00828 0.41085 0.50 0.85 0.67 0.0432
H 6.52622 3.15513 0.04582 0.04 -0.05 -0.13 0.3047
H 5.80961 3.70594 -1.50758 -0.21 0.56 0.58 0.2289
H 7.53192 3.77688 -1.29850 0.13 -0.07 0.20 0.4215
H 6.68068 2.14957 -2.81697 0.00 -0.44 -0.09 0.3764
H 7.54302 1.33646 -1.47720 0.39 -0.38 -0.32 0.3710
H 4.79983 -0.81545 -2.02058 -0.38 0.15 -0.22 0.5263
H 6.30796 -0.46230 -2.72202 0.62 0.18 0.36 0.2516
H 3.70336 0.66329 -3.80969 -0.04 0.27 0.38 0.0433
H 4.80589 -0.34651 -4.60647 0.38 -0.44 0.34 0.4564
H 5.26443 1.27589 -4.30030 0.17 0.14 0.29 0.4013
H 6.29178 -0.30274 -0.05813 0.49 -0.19 -0.33 0.3359
H 5.99057 1.22085 0.66820 -0.20 0.41 -0.43 0.4755
H 4.31246 -0.60770 1.31766 0.43 -0.03 0.10 0.4873
H 3.70310 0.88385 0.74637 -0.75 -0.15 -0.28 -0.3852
H 3.65756 -0.63629 -0.27021 0.07 0.41 -0.34 -0.0606
C 0.95234 -1.28805 1.31386 -1.45 1.73 -0.71 -0.4904
C -0.59782 -1.08065 0.92498 2.46 -0.95 -0.61 -0.1416
N -0.68610 -0.71797 -0.54249 -0.14 0.63 1.63 3.0048
C -2.02079 -0.93028 -1.04016 0.22 -1.29 -0.23 0.3085
C -2.27045 -2.39740 -1.23219 -0.97 -0.36 -0.41 -1.2203
C -0.29197 0.65154 -0.83978 1.98 1.03 0.51 -0.9467
C -1.05152 1.82717 -0.22540 -1.31 -0.99 -0.34 1.5343
H 1.45023 -1.91562 0.57470 -0.24 -0.68 0.37 -0.0064
H 1.07710 -1.54332 2.36618 0.01 -0.43 -0.17 -0.1257
H 1.47512 -0.34421 1.15909 -0.06 0.31 0.29 0.0556
H -1.01592 -2.07101 1.10520 -0.39 -0.02 -0.47 0.4247
H -1.13254 -0.43506 1.62167 0.11 0.50 -0.12 -0.4101
H -2.82402 -0.62055 -0.37158 -0.06 0.82 0.01 -0.4016
H -2.12747 -0.49707 -2.03467 0.06 0.62 0.25 0.2250
H -3.09507 -2.36754 -1.94438 -0.34 -0.80 0.13 -0.0030
H -1.47207 -2.97561 -1.69733 0.19 0.16 0.14 0.0906
H -2.59796 -2.85122 -0.29683 0.04 -0.33 -0.16 0.1911
H -0.26081 0.76892 -1.92300 -0.29 -0.06 -0.19 0.1253
H 0.74956 0.79740 -0.55334 0.28 -0.35 0.06 -0.2717
H -0.70502 2.81707 -0.52227 0.22 -0.29 -0.07 -0.1207
H -1.12905 1.76999 0.86033 0.22 0.02 0.04 -0.8996
H -2.05698 1.66829 -0.61516 -0.49 0.65 0.20 -0.5986
```
Positions in Å, forces in eV/Å.